C5H12N2 | the ωB97M-V functional and the def2-TZVPD basis

Geometry as XYZ:
```
19
Properties=species:S:1:pos:R:3:mulliken_charge:R:1
C -0.220 -0.803 -1.158 -0.4773
C -1.286 -0.150 2.066 -1.1408
C 1.209 -1.002 -1.594 -0.8612
C 0.070 0.099 1.488 0.3991
N 1.096 -0.520 1.844 -0.7421
H 1.968 -0.211 1.412 0.2682
H -0.937 -0.914 -1.970 0.4687
H -0.519 -1.486 -0.372 0.3056
H -1.594 0.717 2.652 0.3619
H -2.020 -0.261 1.265 0.2937
H -1.277 -1.043 2.693 0.3282
H 1.379 -2.025 -1.944 0.3247
H 1.475 -0.322 -2.404 0.3136
H 1.896 -0.817 -0.765 0.1649
C -0.384 2.025 -1.020 -0.1918
N -0.027 2.403 0.059 -0.4881
H 0.112 1.249 0.875 0.4187
H -0.562 2.470 -1.986 0.3641
H -0.378 0.591 -1.143 -0.1103
```

Summary:
Energy above the lowest of the compared OMol25 structures with the same formula, charge and spin   495.98 kJ/mol
HOMO level   -8.27 eV
Maximum force   0.06718 Eh/bohr
Frontier orbital gap   0.293 hartree
LUMO level   -0.0108 Eh